# 1
C19H26N4O5OsPS as an isolated structure. Source: the OMol25 dataset; level of theory: wB97M-V/def2-TZVPD.

Its spin multiplicity is 1. Its HOMO-LUMO gap is 7.31 eV. The maximum force comes out at 0.0444 Eh/bohr. For the relative energy (zero: lowest compared OMol25 entry of this formula, charge and spin), the calculation gives 0.0 kJ/mol. The value obtained for the HOMO energy is -11.93 eV. As for the charge: +1. Its molecular weight is 643.71 u. The calculation puts the LUMO energy at -0.170 Eh.

Geometry (Å):
Os (0.389, -1.190, 0.757)
N (-1.732, -1.594, 0.988)
C (-2.272, -2.211, -0.233)
C (-1.175, -3.008, -0.888)
O (-1.350, -3.899, -1.663)
N (0.127, -2.591, -0.480)
C (1.204, -3.560, -0.656)
C (1.965, -3.638, 0.691)
O (2.843, -4.448, 0.856)
O (1.569, -2.755, 1.533)
H (-1.966, -2.168, 1.789)
H (-2.140, -0.672, 1.139)
H (-2.617, -1.436, -0.916)
H (-3.104, -2.884, -0.038)
H (1.898, -3.236, -1.433)
H (0.831, -4.544, -0.926)
C (-3.084, 2.681, -5.309)
C (-2.553, 2.504, -3.915)
C (-1.420, 3.190, -3.487)
C (-0.920, 3.017, -2.207)
C (-1.560, 2.133, -1.347)
C (-2.712, 1.459, -1.740)
C (-3.197, 1.648, -3.020)
S (-0.923, 1.882, 0.259)
O (-0.255, 3.062, 0.716)
O (-1.958, 1.293, 1.068)
N (0.206, 0.665, 0.069)
C (1.575, 0.900, -0.165)
C (2.262, 2.000, -0.623)
C (3.647, 1.876, -0.729)
C (4.289, 0.698, -0.375)
C (3.515, -0.348, 0.106)
N (2.197, -0.226, 0.201)
H (-2.636, 3.542, -5.800)
H (-4.166, 2.810, -5.301)
H (-2.864, 1.796, -5.909)
H (-0.932, 3.884, -4.159)
H (-0.072, 3.594, -1.867)
H (-3.236, 0.827, -1.036)
H (-4.100, 1.136, -3.331)
H (1.756, 2.921, -0.858)
H (4.224, 2.719, -1.087)
H (5.361, 0.595, -0.448)
H (3.941, -1.290, 0.430)
C (-0.192, -1.929, 4.053)
P (0.611, -0.659, 3.056)
C (-0.049, 0.921, 3.624)
C (2.334, -0.660, 3.580)
H (-0.022, -1.744, 5.115)
H (0.232, -2.893, 3.774)
H (-1.268, -1.932, 3.879)
H (0.121, 1.011, 4.697)
H (-1.114, 0.986, 3.409)
H (0.449, 1.744, 3.107)
H (2.392, -0.541, 4.662)
H (2.865, 0.165, 3.103)
H (2.784, -1.606, 3.283)



# 2
C19H26N4SV as an isolated structure. Source: the OMol25 dataset; level of theory: wB97M-V/def2-TZVPD.

Its spin multiplicity is 4. Its HOMO-LUMO gap (spin up / spin down) is 6.74 / 7.97 eV. The maximum force comes out at 0.0338 Eh/bohr. For the relative energy (zero: lowest compared OMol25 entry of this formula, charge and spin), the calculation gives 28.7 kJ/mol. The value obtained for the HOMO energy (spin up / spin down) is -6.34 / -7.57 eV. As for the charge: 0. Its molecular weight is 393.46 u. The calculation puts the LUMO energy (spin up / spin down) at 0.015 / 0.014 Eh. The expectation value of S² is 3.77.

Geometry (Å):
V (0.522, 0.259, -0.385)
C (0.994, 1.018, 1.603)
C (0.418, 2.049, 0.811)
C (1.278, 2.277, -0.294)
C (2.406, 1.408, -0.168)
C (2.234, 0.646, 1.005)
C (3.220, -0.298, 1.624)
C (3.586, 1.400, -1.090)
C (1.119, 3.300, -1.383)
C (-0.815, 2.825, 1.164)
C (0.499, 0.527, 2.933)
H (3.427, 0.003, 2.653)
H (4.160, -0.297, 1.076)
H (2.842, -1.320, 1.651)
H (4.246, 2.245, -0.876)
H (3.266, 1.474, -2.129)
H (4.153, 0.476, -0.990)
H (1.971, 3.983, -1.393)
H (0.213, 3.888, -1.239)
H (1.068, 2.820, -2.363)
H (-0.575, 3.606, 1.891)
H (-1.581, 2.184, 1.603)
H (-1.250, 3.304, 0.287)
H (0.976, 1.072, 3.754)
H (0.724, -0.532, 3.067)
H (-0.579, 0.667, 3.028)
C (-4.908, -0.835, -0.321)
N (-3.651, -0.181, -0.610)
C (-3.410, 0.692, -1.640)
C (-2.080, 0.974, -1.600)
N (-1.502, 0.286, -0.558)
C (-2.475, -0.396, 0.011)
H (-5.725, -0.120, -0.380)
H (-4.877, -1.255, 0.681)
H (-5.092, -1.639, -1.036)
H (-4.186, 1.017, -2.312)
H (-1.498, 1.602, -2.249)
H (-2.368, -1.036, 0.873)
C (1.481, -3.563, 0.960)
C (0.586, -3.012, -0.112)
C (-0.578, -3.667, -0.475)
C (-1.319, -3.102, -1.511)
N (-0.948, -2.022, -2.163)
C (0.219, -1.435, -1.779)
S (0.851, -0.150, -2.724)
N (0.979, -1.891, -0.733)
H (1.509, -4.651, 0.898)
H (1.116, -3.288, 1.952)
H (2.487, -3.174, 0.834)
H (-0.879, -4.592, -0.002)
H (-2.254, -3.550, -1.841)



# 3
One molecule with the formula C19H26O5. Source: the OMol25 dataset; level of theory: wB97M-V/def2-TZVPD.

Its spin multiplicity is 1. Its HOMO-LUMO gap is 9.79 eV. The maximum force comes out at 0.0258 Eh/bohr. For the relative energy (zero: lowest compared OMol25 entry of this formula, charge and spin), the calculation gives 57.3 kJ/mol. The value obtained for the HOMO energy is -9.07 eV. As for the charge: 0. Its molecular weight is 334.41 u. The calculation puts the LUMO energy at 0.026 Eh. As for the SMILES: CC[C@H](C)C(=O)OC[C@@]1(c2ccc(C)cc2OC(=O)C(C)C)CO1.

Geometry (Å):
C (-4.235, -0.809, 1.021)
C (-4.983, -0.032, -0.055)
H (-5.800, -0.642, -0.447)
H (-5.415, 0.867, 0.389)
C (-4.092, 0.403, -1.235)
C (-3.030, 1.332, -0.682)
O (-3.263, 2.420, -0.223)
O (-1.802, 0.803, -0.755)
C (-0.744, 1.495, -0.106)
C (-0.239, 0.640, 1.048)
C (0.279, 1.286, 2.260)
H (1.022, 0.766, 2.854)
H (0.295, 2.368, 2.329)
O (-0.989, 0.696, 2.228)
C (0.277, -0.699, 0.631)
C (-0.414, -1.862, 0.929)
C (0.072, -3.093, 0.524)
C (1.258, -3.188, -0.190)
C (1.955, -2.023, -0.490)
C (1.472, -0.795, -0.081)
O (2.139, 0.390, -0.386)
C (3.438, 0.523, -0.064)
O (4.086, -0.319, 0.495)
C (3.958, 1.888, -0.473)
C (3.754, 2.109, -1.972)
H (4.273, 1.345, -2.546)
H (4.147, 3.082, -2.258)
H (2.696, 2.074, -2.220)
C (3.247, 2.966, 0.348)
H (2.180, 2.961, 0.135)
H (3.649, 3.945, 0.098)
H (3.390, 2.793, 1.412)
H (5.026, 1.901, -0.240)
H (2.885, -2.075, -1.036)
C (1.796, -4.511, -0.640)
H (1.198, -5.329, -0.249)
H (2.824, -4.634, -0.303)
H (1.793, -4.568, -1.728)
H (-0.478, -3.989, 0.770)
H (-1.330, -1.787, 1.495)
H (0.054, 1.645, -0.838)
H (-1.120, 2.457, 0.262)
C (-3.517, -0.775, -2.013)
H (-4.325, -1.424, -2.344)
H (-2.830, -1.351, -1.400)
H (-2.974, -0.423, -2.886)
H (-4.714, 1.009, -1.904)
H (-3.418, -0.217, 1.429)
H (-3.833, -1.738, 0.624)
H (-4.913, -1.055, 1.836)



# 4
C19H27AgAsN4O9PS2 as an isolated structure. Source: the OMol25 dataset; level of theory: wB97M-V/def2-TZVPD.

Its spin multiplicity is 1. Its HOMO-LUMO gap is 6.38 eV. The maximum force comes out at 0.0397 Eh/bohr. For the relative energy (zero: lowest compared OMol25 entry of this formula, charge and spin), the calculation gives 107.8 kJ/mol. The value obtained for the HOMO energy is -1.84 eV. As for the charge: -2. Its molecular weight is 733.34 u. The calculation puts the LUMO energy at 0.167 Eh.

Geometry (Å):
Ag (-0.323, -0.590, 0.454)
C (-1.741, -4.241, -3.535)
C (-1.185, -3.026, -4.280)
N (-1.704, -1.764, -3.831)
C (-1.204, -1.112, -2.728)
S (0.233, -1.680, -1.999)
N (-1.839, 0.001, -2.440)
N (-1.459, 0.617, -1.314)
C (-1.787, 1.850, -1.110)
C (-2.644, 2.640, -2.070)
C (-1.292, 2.444, 0.112)
C (-1.892, 3.565, 0.699)
C (-1.384, 4.058, 1.883)
C (-0.288, 3.421, 2.454)
C (0.263, 2.337, 1.791)
N (-0.203, 1.859, 0.650)
H (-1.346, -5.159, -3.972)
H (-2.830, -4.260, -3.581)
H (-1.434, -4.186, -2.495)
H (-1.395, -3.115, -5.355)
H (-0.107, -2.970, -4.118)
H (-2.689, -1.585, -3.972)
H (-2.656, 2.112, -3.021)
H (-2.259, 3.647, -2.215)
H (-3.668, 2.709, -1.699)
H (-2.752, 4.027, 0.232)
H (-1.844, 4.916, 2.363)
H (0.130, 3.779, 3.386)
H (1.128, 1.825, 2.194)
O (0.197, -3.814, 2.295)
As (0.970, -2.420, 3.063)
O (2.260, -3.020, 3.857)
O (1.324, -1.240, 1.998)
C (-0.255, -1.695, 4.418)
C (0.279, -1.627, 5.700)
C (-0.403, -1.010, 6.732)
C (-1.633, -0.415, 6.485)
C (-2.147, -0.436, 5.200)
C (-1.467, -1.083, 4.181)
S (-2.263, -1.011, 2.567)
O (-1.963, 0.327, 2.077)
O (-3.681, -1.197, 2.862)
O (-1.745, -2.090, 1.727)
H (-0.549, -3.396, 1.845)
H (1.253, -2.082, 5.849)
H (0.024, -0.986, 7.730)
H (-2.184, 0.059, 7.292)
H (-3.091, 0.032, 4.957)
C (4.749, 1.453, -1.246)
O (3.684, 1.772, -2.104)
P (2.102, 1.558, -1.497)
O (1.412, 1.882, -2.931)
C (1.316, 0.870, -3.912)
O (1.881, 3.026, -0.822)
C (1.404, 4.166, -1.494)
H (5.675, 1.662, -1.788)
H (4.727, 0.401, -0.957)
H (4.723, 2.059, -0.337)
H (0.448, 1.103, -4.532)
H (1.167, -0.112, -3.458)
H (2.219, 0.846, -4.530)
H (1.348, 4.959, -0.744)
H (0.408, 3.989, -1.907)
H (2.075, 4.473, -2.301)